# 1
Computed, not measured: C23H19Cl4I2N4O2SSiTa as an isolated structure in a non-equilibrium geometry, with wB97M-V/def2-TZVPD.

Each line ends with the Mulliken spin population.
Atoms and positions in Å:
1 Ta -0.6144 -0.2644 -0.6807  0.42
2 I 0.4865 -5.4671 5.1388  0.00
3 C 0.2441 -3.9219 3.7279  0.00
4 C 0.5246 -2.6191 4.0957  0.00
5 C 0.3484 -1.6048 3.1765  0.00
6 I 0.9178 0.3462 3.6974  0.00
7 C -0.1475 -1.8341 1.8859  0.02
8 O -0.3537 -0.8559 1.0269  -0.03
9 C -0.3486 -3.1829 1.5154  0.01
10 C -0.7584 -3.5078 0.1073  0.02
11 N 0.1623 -2.9094 -0.8653  0.00
12 C 1.5470 -3.3595 -0.7403  -0.01
13 C 2.4212 -2.4481 0.0964  0.00
14 C 3.5962 -2.9380 0.6612  0.00
15 C 4.4197 -2.0693 1.3584  0.00
16 C 4.0481 -0.7365 1.4652  0.00
17 C 2.8713 -0.3367 0.8610  -0.01
18 N 2.0786 -1.1691 0.1964  0.01
19 C -0.1572 -4.2025 2.4328  0.00
20 H 0.8941 -2.3966 5.0839  0.00
21 H -0.8065 -4.5977 -0.0101  0.00
22 H -1.7518 -3.0826 -0.0800  -0.01
23 H -0.1834 -3.1344 -1.7942  0.00
24 H 1.5975 -4.3746 -0.3253  0.00
25 H 1.9977 -3.3810 -1.7384  0.00
26 H 3.8533 -3.9805 0.5445  0.00
27 H 5.3387 -2.4267 1.7991  0.00
28 H 4.6597 -0.0265 1.9971  0.00
29 H 2.5478 0.6961 0.8885  0.01
30 H -0.3306 -5.2285 2.1435  0.00
31 O -2.8583 -1.0955 0.0347  0.01
32 N -3.8680 -0.6983 -0.6966  0.00
33 C -4.9248 -1.5112 -0.8471  0.00
34 C -6.0002 -1.1511 -1.6187  0.00
35 C -5.9725 0.0666 -2.2969  0.00
36 C -4.8785 0.8893 -2.1430  -0.01
37 C -3.8313 0.5149 -1.3018  0.00
38 S -2.4880 1.5315 -0.9766  -0.01
39 H -4.8565 -2.4483 -0.3175  0.00
40 H -6.8391 -1.8214 -1.7039  0.00
41 H -6.7896 0.3571 -2.9371  0.00
42 H -4.7910 1.8267 -2.6681  0.00
43 Cl -0.1781 2.3130 -2.9001  0.08
44 Si 1.1497 1.5953 -1.5311  0.45
45 Cl 1.5556 -0.2725 -2.4469  0.02
46 Cl -1.4421 -0.9338 -2.6959  0.00
47 Cl 0.8098 5.4115 2.3058  0.00
48 C -0.2790 4.0897 2.2764  0.00
49 C -1.4113 4.0656 3.0807  0.00
50 C -2.2290 2.9502 3.0123  0.00
51 C -1.9019 1.9245 2.1406  0.00
52 N -0.8292 1.9626 1.3579  0.02
53 C -0.0326 3.0141 1.4323  -0.02
54 H -1.6329 4.8912 3.7397  0.00
55 H -3.1104 2.8820 3.6277  0.00
56 H -2.5145 1.0379 2.0587  0.00
57 H 0.8396 3.0077 0.7933  0.01

The gap between HOMO and LUMO (spin up / spin down) comes out at 0.265 / 0.215 hartree. Its charge is +1. The calculation puts the HOMO energy (spin up / spin down) at -10.9 / -10.9 eV. Its molecular weight is 1020.2 g/mol. Its spin multiplicity is 2.

***

# 2
Computed, not measured: C23H41LuN2OP3 as an isolated structure in a non-equilibrium geometry, with wB97M-V/def2-TZVPD.

Each line ends with the Mulliken charge.
Atoms and positions in Å:
1 Lu 1.2312 0.3772 -0.1248  1.61
2 P -0.9275 -1.7925 0.7549  1.03
3 P 1.8280 0.9185 2.3738  0.76
4 P 2.3211 -2.1492 -0.9553  0.76
5 H 0.3378 2.9529 -1.5843  0.47
6 C 0.7548 2.6058 -2.5776  -0.85
7 C 0.2913 1.4878 -3.1922  -0.42
8 H -0.7632 1.2911 -3.4586  0.37
9 C -2.5788 -1.4847 1.4821  -1.60
10 C -0.4033 -2.9017 2.1059  -1.34
11 C -1.5653 -3.0173 -0.4740  -1.36
12 C 3.0256 2.1584 3.0282  -1.23
13 C 0.4063 0.8926 3.5334  -1.35
14 C 2.5169 -0.6778 2.9985  -1.33
15 C 1.5764 -2.5036 -2.6101  -1.04
16 C 1.9854 -3.8146 -0.2686  -1.56
17 C 4.1676 -2.3459 -1.2189  -1.21
18 H 1.5539 3.1993 -2.9938  0.43
19 H 0.9890 0.6544 -3.4013  0.41
20 H -3.2490 -1.0693 0.7265  0.35
21 H -2.4931 -0.7733 2.3094  0.37
22 H -2.9957 -2.4319 1.8572  0.64
23 H -0.1331 -2.3090 2.9927  0.43
24 H 0.4522 -3.5112 1.7941  0.24
25 H -1.2553 -3.5534 2.3644  0.50
26 H -2.0016 -2.4845 -1.3280  0.31
27 H -2.3512 -3.6242 0.0003  0.48
28 H -0.7865 -3.6813 -0.8559  0.40
29 H 2.9644 2.2416 4.1236  0.45
30 H 2.8035 3.1233 2.5563  0.36
31 H 4.0478 1.8650 2.7383  0.44
32 H 0.8149 0.6621 4.5235  0.52
33 H -0.3098 0.1052 3.2413  0.18
34 H -0.0754 1.8783 3.5389  0.52
35 H 2.8629 -0.4452 4.0150  0.49
36 H 3.3485 -1.0355 2.3681  0.39
37 H 1.7201 -1.4355 3.0518  0.28
38 H 2.1768 -3.2114 -3.2034  0.42
39 H 1.4337 -1.5870 -3.1951  0.27
40 H 0.5845 -2.9480 -2.4457  0.27
41 H 2.6043 -4.6045 -0.7198  0.50
42 H 0.9388 -4.0790 -0.4550  0.42
43 H 2.1697 -3.8604 0.8057  0.40
44 H 4.2922 -3.3426 -1.6640  0.48
45 H 4.6529 -2.3242 -0.2191  0.40
46 H 4.6401 -1.5963 -1.8863  0.34
47 C 4.2616 1.9284 -1.2005  0.52
48 C 4.9566 2.9112 -0.4870  -0.57
49 C 6.3217 3.1214 -0.8077  -0.44
50 C 6.9349 2.3839 -1.8325  -0.61
51 C 6.1320 1.6011 -2.6604  -0.59
52 C 4.7764 1.4069 -2.3757  -0.29
53 O 2.8776 1.5553 -0.7721  -0.23
54 H 2.2065 1.6902 -1.5277  -0.33
55 H 4.4634 3.6016 0.1992  0.42
56 H 6.9287 3.8128 -0.2169  0.41
57 H 8.0252 2.4551 -2.0442  0.41
58 H 6.5656 1.1256 -3.5508  0.40
59 H 4.0950 0.9417 -3.0892  0.53
60 N -6.4720 1.8951 0.5704  -0.30
61 C -5.3164 1.7018 0.4955  -0.50
62 C -3.9042 1.5131 0.3590  0.94
63 C -3.4181 0.8119 -0.7534  -1.04
64 C -2.0477 0.6984 -0.8868  -0.37
65 N -1.1496 1.1376 0.0358  0.46
66 C -1.6568 1.8572 1.0693  -0.81
67 C -3.0069 2.0642 1.2789  -0.68
68 H -4.0666 0.3389 -1.5094  0.48
69 H -1.6236 0.2571 -1.7827  0.55
70 H -0.9607 2.3048 1.7643  0.67
71 H -3.3506 2.6577 2.1295  0.54

The gap between HOMO and LUMO comes out at 0.273 hartree. Its charge is +3. The calculation puts the HOMO energy at -17.3 eV. Its molecular weight is 629.5 g/mol.

***

# 3
Computed, not measured: C15H9BiN2O7S2 as an isolated structure, with wB97M-V/def2-TZVPD.

Each line ends with the Mulliken charge.
Atoms and positions in Å:
1 Bi -0.2069 1.0422 1.7232  1.53
2 O 1.4020 -2.8558 -2.3375  -0.66
3 C 0.1314 -3.0969 -1.9914  0.29
4 C -0.4815 -4.2122 -2.5656  -0.69
5 C -1.7923 -4.5175 -2.2727  -0.31
6 C -2.5313 -3.7223 -1.3985  -0.76
7 C -1.9340 -2.6255 -0.8194  -0.52
8 C -0.6017 -2.2918 -1.0947  0.34
9 C -0.0040 -1.1219 -0.4446  1.12
10 O -0.7749 -0.4900 0.4332  -0.68
11 N 1.2014 -0.7532 -0.7645  -0.30
12 N 1.6874 0.3511 -0.0806  -0.59
13 C 2.8245 0.7744 -0.4766  0.20
14 S 3.5017 2.2269 0.2392  -0.13
15 C 5.1824 1.8888 -0.3423  -0.60
16 C 5.0625 1.3099 -1.7401  -0.55
17 S 3.8016 0.0072 -1.7089  -0.10
18 H 1.6826 -2.0236 -1.8988  0.59
19 H 0.1004 -4.8179 -3.2464  0.42
20 H -2.2505 -5.3841 -2.7319  0.38
21 H -3.5615 -3.9610 -1.1756  0.42
22 H -2.4890 -1.9988 -0.1365  0.38
23 H 5.6715 1.1899 0.3349  0.32
24 H 5.7293 2.8304 -0.3467  0.38
25 H 5.9987 0.8570 -2.0633  0.37
26 H 4.7705 2.0760 -2.4572  0.32
27 O -5.1604 4.3034 3.7172  -0.51
28 C -4.2287 3.6562 3.3479  0.49
29 C -3.6388 3.6282 1.9236  -0.07
30 O -4.0183 4.2661 0.9785  -0.56
31 C -2.5316 2.6735 2.0190  0.80
32 C -2.3882 2.1422 3.2696  1.02
33 O -1.4501 1.2679 3.5235  -1.01
34 C -3.4062 2.6693 4.2001  0.02
35 O -3.5697 2.4169 5.3618  -0.54
36 O -1.7283 2.2951 1.0221  -0.79

The gap between HOMO and LUMO comes out at 0.262 hartree. Its charge is 0. The calculation puts the HOMO energy at -8.7 eV. Its molecular weight is 602.4 g/mol.

***

# 4
Computed, not measured: a 3-piece molecular cluster, C2H10NO3 overall in a non-equilibrium geometry, with wB97M-V/def2-TZVPD.

Each line ends with the Mulliken charge.
Atoms and positions in Å:
1 C -0.7278 2.0743 -1.5021  -0.80
2 N -0.0963 0.7497 -1.3870  -0.41
3 C 0.3767 0.4105 -0.0223  -0.23
4 O -0.3768 -0.6195 0.4680  -0.98
5 H -0.2629 2.7884 -0.8240  0.33
6 H -1.8197 2.0433 -1.4001  0.23
7 H -0.6203 2.4263 -2.5484  0.25
8 H -0.7214 0.0494 -1.7437  0.25
9 H 0.3048 1.2417 0.6626  0.21
10 H 1.5068 0.2092 -0.1141  0.15
11 H -0.0824 -0.4868 2.7040  0.32
12 H 0.2703 -1.8434 2.2333  0.39
13 O -0.0955 -1.4047 3.0251  -0.67
14 H 0.0934 -2.0973 0.2208  0.46
15 H 1.5780 -2.5988 0.0814  0.27
16 O 0.6735 -2.9423 0.1466  -0.75

The gap between HOMO and LUMO comes out at 0.281 hartree. Its charge is -1. The calculation puts the HOMO energy at -3.5 eV. Its molecular weight is 96.1 g/mol.